1.
{
  "formula": "C5H10O",
  "method": "ωB97M-V/def2-TZVPD",
  "species": ["C", "C", "C", "C", "O", "H", "H", "H", "H", "H", "H", "C", "H", "H", "H", "H"],
  "xyz": [[0.492, -1.055, -1.211], [0.735, 0.071, -0.243], [0.351, 1.295, -0.536], [0.301, 2.724, -0.519], [-0.298, 1.898, -1.563], [0.523, -2.031, -0.722], [1.267, -1.041, -1.988], [-0.478, -0.953, -1.711], [1.286, -0.088, 0.677], [-0.403, 3.278, 0.094], [1.183, 3.267, -0.850], [-1.447, -1.717, 1.359], [-1.948, -1.862, 2.315], [-0.436, -2.120, 1.413], [-1.992, -2.221, 0.559], [-1.391, -0.655, 1.131]],
  "forces_ev_per_angstrom": [[-0.006, -0.125, -0.050], [0.017, 0.182, -0.107], [0.200, -0.196, 0.089], [0.106, 0.255, 0.203], [-0.105, 0.018, -0.306], [-0.011, 0.153, -0.068], [-0.125, -0.099, 0.075], [0.172, -0.005, 0.097], [0.000, 0.007, -0.121], [0.006, -0.132, -0.024], [-0.099, 0.044, 0.060], [-0.057, -0.006, -0.008], [-0.040, -0.050, -0.062], [-0.061, 0.004, 0.040], [0.013, -0.002, 0.142], [-0.011, -0.047, 0.041]],
  "smiles": "C/C=C1/CO1.C",
  "total_charge": 0,
  "de_lowest_kj_mol": 240.1,
  "spin_multiplicity": 1,
  "gap_ev": 9.86,
  "homo_ha": -0.3247
}

2.
{
  "formula": "C4H5NO",
  "method": "ωB97M-V/def2-TZVPD",
  "species": ["O", "C", "N", "C", "C", "C", "H", "H", "H", "H", "H"],
  "xyz": [[-2.517, 0.130, -0.365], [-1.626, 0.063, 0.356], [0.130, 0.298, -1.461], [1.355, -0.022, -1.364], [0.346, -0.760, 1.481], [-0.812, 0.005, 1.471], [-0.078, 0.773, -2.341], [1.653, -0.536, -0.448], [2.106, 0.191, -2.134], [0.727, -0.710, 2.522], [-1.283, 0.568, 2.284]],
  "forces_ev_per_angstrom": [[1.101, -0.085, 0.820], [-0.963, 0.021, -0.708], [0.429, -0.012, -0.102], [-0.246, 0.044, 0.022], [-0.382, 0.267, 0.256], [0.203, -0.138, 0.005], [0.031, -0.051, 0.028], [0.028, 0.055, -0.156], [-0.169, -0.012, 0.050], [-0.059, -0.041, -0.210], [0.027, -0.048, -0.005]],
  "total_charge": 0,
  "de_lowest_kj_mol": 456.8,
  "spin_multiplicity": 1,
  "gap_ev": 8.40,
  "homo_ha": -0.2995
}

3.
{
  "formula": "C31H19Br4MnN5O5",
  "method": "ωB97M-V/def2-TZVPD",
  "species": ["Mn", "O", "C", "C", "C", "C", "C", "C", "C", "N", "C", "C", "N", "H", "H", "H", "H", "H", "H", "H", "Br", "C", "C", "Br", "C", "Br", "C", "O", "C", "O", "C", "Br", "C", "O", "C", "C", "C", "C", "C", "C", "N", "N", "C", "C", "C", "C", "O", "C", "N", "C", "C", "C", "C", "H", "H", "H", "H", "H", "H", "H", "H", "H", "H", "H", "H"],
  "xyz": [[-1.649, 3.210, -0.517], [-1.717, 2.694, 1.431], [-2.546, 1.976, 2.093], [-2.314, 1.753, 3.479], [-3.150, 0.986, 4.248], [-4.287, 0.386, 3.692], [-4.540, 0.582, 2.354], [-3.701, 1.353, 1.537], [-3.992, 1.460, 0.117], [-3.265, 2.039, -0.827], [-3.919, 1.884, -2.029], [-5.067, 1.200, -1.820], [-5.098, 0.934, -0.468], [-1.431, 2.218, 3.898], [-2.926, 0.844, 5.300], [-4.948, -0.222, 4.294], [-5.410, 0.093, 1.929], [-3.519, 2.282, -2.944], [-5.845, 0.883, -2.489], [-5.837, 0.469, 0.022], [-3.072, 9.893, -0.173], [-2.164, 8.239, -0.280], [-0.778, 8.185, -0.254], [0.241, 9.771, -0.109], [-0.122, 6.948, -0.332], [1.757, 6.786, -0.311], [-0.850, 5.774, -0.430], [-0.327, 4.563, -0.516], [-2.260, 5.831, -0.460], [-2.873, 4.659, -0.574], [-2.904, 7.052, -0.387], [-4.791, 7.026, -0.446], [6.719, -8.475, -0.581], [6.796, -7.250, -1.276], [5.793, -6.346, -1.060], [5.889, -5.149, -1.771], [4.930, -4.171, -1.626], [3.848, -4.368, -0.763], [3.762, -5.558, -0.061], [4.725, -6.553, -0.200], [2.802, -3.427, -0.542], [2.920, -2.385, -1.219], [1.975, -1.366, -1.100], [2.230, -0.307, -1.958], [1.425, 0.818, -2.041], [0.295, 0.944, -1.238], [-0.455, 1.983, -1.322], [-0.019, -0.144, -0.330], [-1.150, 0.001, 0.393], [-1.481, -0.939, 1.242], [-0.719, -2.103, 1.421], [0.415, -2.284, 0.676], [0.812, -1.292, -0.252], [7.586, -9.055, -0.889], [5.809, -9.024, -0.838], [6.753, -8.324, 0.502], [6.733, -5.011, -2.435], [4.999, -3.242, -2.174], [2.921, -5.702, 0.606], [4.626, -7.469, 0.365], [3.111, -0.391, -2.582], [1.664, 1.633, -2.711], [-2.388, -0.776, 1.820], [-1.037, -2.851, 2.137], [1.014, -3.171, 0.781]],
  "forces_ev_per_angstrom": [[0.075, -0.117, 0.147], [-0.074, 0.218, 0.055], [-0.017, 0.011, 0.026], [-0.015, 0.002, 0.007], [-0.006, 0.016, 0.005], [0.001, -0.004, 0.002], [0.016, 0.011, -0.016], [-0.072, 0.068, 0.026], [0.034, 0.044, -0.062], [-0.067, -0.003, 0.003], [-0.007, 0.032, 0.062], [0.019, -0.051, -0.014], [-0.026, 0.023, 0.002], [0.005, -0.001, -0.002], [0.003, -0.005, -0.003], [0.000, 0.003, -0.001], [-0.011, 0.000, 0.001], [0.006, 0.006, 0.004], [0.001, -0.006, 0.000], [0.001, -0.020, -0.004], [0.000, 0.004, 0.000], [0.006, 0.000, -0.003], [-0.009, -0.002, 0.002], [0.006, 0.001, 0.001], [0.003, 0.003, -0.003], [0.001, -0.002, 0.000], [0.012, 0.000, 0.020], [0.006, 0.013, 0.025], [-0.027, -0.006, -0.013], [0.017, 0.037, -0.031], [-0.002, -0.002, -0.006], [0.002, -0.001, 0.001], [0.001, -0.001, 0.008], [-0.001, 0.003, -0.009], [-0.007, 0.002, 0.005], [0.006, -0.010, 0.004], [-0.012, 0.024, 0.004], [-0.005, -0.067, -0.013], [-0.015, 0.028, -0.003], [0.012, -0.008, -0.002], [-0.021, 0.051, 0.046], [0.001, 0.036, 0.016], [-0.074, 0.010, -0.043], [-0.016, -0.033, 0.045], [0.005, 0.053, 0.022], [0.048, -0.103, 0.054], [-0.058, 0.248, -0.308], [-0.036, -0.150, -0.048], [0.070, -0.127, -0.009], [0.001, -0.093, 0.047], [0.074, -0.015, -0.050], [-0.038, 0.013, 0.019], [0.058, -0.013, 0.024], [0.000, 0.001, 0.000], [0.001, -0.001, -0.002], [-0.001, 0.000, -0.001], [0.000, 0.000, -0.001], [0.003, -0.003, 0.000], [0.000, 0.000, -0.001], [0.002, -0.001, 0.000], [-0.005, 0.001, 0.004], [0.003, -0.005, -0.014], [0.098, -0.084, -0.043], [0.009, 0.005, 0.013], [0.017, -0.030, 0.004]],
  "total_charge": -1,
  "de_lowest_kj_mol": 11.0,
  "spin_multiplicity": 5,
  "gap_ev": [6.87, 6.93],
  "homo_ha": [-0.1814, -0.1857]
}

4.
{
  "formula": "C2HBrCl2F2",
  "method": "ωB97M-V/def2-TZVPD",
  "species": ["F", "C", "F", "Cl", "C", "Cl", "Br", "H"],
  "xyz": [[0.633, 0.389, 1.677], [0.468, 0.518, 0.306], [-0.105, 1.655, 0.043], [2.263, 0.519, -0.198], [-0.442, -0.634, -0.297], [-0.103, -0.942, -1.921], [-2.374, -0.062, -0.033], [-0.340, -1.443, 0.422]],
  "forces_ev_per_angstrom": [[-1.197, -0.054, -1.209], [1.381, -1.025, 0.857], [0.407, 1.196, -0.063], [-1.639, -0.067, -0.309], [-0.284, 1.331, 2.411], [0.186, -0.458, -0.957], [1.092, -0.468, -0.122], [0.054, -0.455, -0.609]],
  "smiles": "FC(F)(Cl)[C@H](Cl)Br",
  "total_charge": 0,
  "de_lowest_kj_mol": 56.9,
  "spin_multiplicity": 1,
  "gap_ev": 10.87,
  "homo_ha": -0.4033
}

5.
{
  "formula": "C12H12FN3OS",
  "method": "ωB97M-V/def2-TZVPD",
  "species": ["N", "C", "C", "N", "C", "O", "C", "N", "C", "S", "C", "C", "C", "C", "C", "C", "F", "C", "H", "H", "H", "H", "H", "H", "H", "H", "H", "H", "H", "H"],
  "xyz": [[-0.754, -4.493, -1.380], [-0.120, -3.684, -2.426], [0.622, -2.556, -1.772], [-0.265, -1.795, -0.918], [-0.108, -0.499, -0.541], [0.818, 0.194, -0.987], [-1.170, 0.064, 0.349], [-2.428, -0.610, 0.480], [-3.191, 0.081, 1.306], [-2.498, 1.575, 1.906], [-1.011, 1.235, 1.039], [0.112, 2.135, 1.160], [-0.041, 3.510, 0.930], [1.075, 4.396, 1.054], [2.343, 3.947, 1.445], [2.486, 2.569, 1.635], [3.710, 2.102, 2.056], [1.390, 1.697, 1.549], [-1.537, -4.021, -0.938], [-1.012, -5.414, -1.733], [-0.824, -3.238, -3.115], [0.561, -4.339, -2.962], [1.396, -3.016, -1.142], [1.102, -1.929, -2.552], [-1.076, -2.209, -0.560], [-4.191, -0.294, 1.529], [-0.973, 3.879, 0.507], [0.911, 5.466, 0.813], [3.182, 4.618, 1.559], [1.491, 0.629, 1.708]],
  "forces_ev_per_angstrom": [[0.188, -0.361, -0.196], [-0.567, -0.214, 0.657], [1.122, 0.138, 0.030], [0.347, 1.293, -0.041], [1.328, 0.302, -1.758], [-0.957, -0.590, 0.886], [-0.996, -0.570, 0.237], [1.110, 1.840, 1.137], [0.974, -0.461, -1.123], [0.056, -1.041, -0.453], [-1.575, -0.991, 0.035], [1.635, 1.783, 0.267], [1.203, 0.444, -0.346], [-0.869, -0.160, -0.138], [-0.918, -0.691, -0.408], [-0.460, -0.016, 0.721], [-1.121, 0.179, -0.518], [0.318, -0.238, -0.231], [-0.041, -0.497, -0.310], [-0.243, 0.490, 0.277], [-0.400, -0.075, -0.509], [0.151, 0.158, -0.138], [0.115, 0.281, -0.172], [-0.340, -0.058, 0.709], [-1.062, -0.778, 0.510], [0.263, 0.504, 0.160], [0.099, 0.065, 0.313], [0.208, -0.858, 0.280], [0.022, -0.029, -0.011], [0.411, 0.151, 0.134]],
  "smiles": "NCCNC(=O)c1ncsc1-c1cccc(F)c1",
  "total_charge": 0,
  "spin_multiplicity": 1,
  "gap_ev": 9.24,
  "homo_ha": -0.3327
}

6.
{
  "formula": "C2H4FNO",
  "method": "ωB97M-V/def2-TZVPD",
  "species": ["O", "N", "C", "C", "H", "H", "H", "F", "H"],
  "xyz": [[1.383, 1.734, -0.055], [1.047, 0.574, 0.140], [0.825, -0.448, 0.891], [0.639, -0.682, -0.553], [0.793, -0.710, 1.900], [1.153, -1.347, -1.222], [-0.405, -0.608, -0.851], [-3.165, 0.835, 0.029], [-2.270, 0.652, -0.279]],
  "forces_ev_per_angstrom": [[-0.020, 0.334, -0.011], [0.402, -2.133, 0.812], [0.895, 2.043, -1.591], [-2.267, 0.147, -0.048], [-0.048, -0.428, 1.235], [1.179, 0.152, 0.047], [-0.139, -0.149, -0.443], [1.909, -0.436, -0.641], [-1.911, 0.470, 0.640]],
  "smiles": "[O-][N+]1=CC1.F",
  "total_charge": 0,
  "de_lowest_kj_mol": 499.0,
  "spin_multiplicity": 1,
  "gap_ev": 10.09,
  "homo_ha": -0.3484
}

7.
{
  "formula": "C5H8N4S",
  "method": "ωB97M-V/def2-TZVPD",
  "species": ["C", "C", "C", "S", "C", "N", "C", "N", "N", "N", "H", "H", "H", "H", "H", "H", "H", "H"],
  "xyz": [[0.832, 1.330, 2.989], [0.578, 0.298, 1.930], [-0.053, -0.935, 2.133], [-0.253, -1.788, 0.655], [0.475, -0.447, -0.192], [0.673, -0.477, -1.553], [-0.281, -0.361, -2.352], [-0.002, -0.526, -3.740], [-1.529, -0.039, -2.018], [0.830, 0.559, 0.595], [0.482, 1.255, 4.001], [0.625, 2.125, 2.856], [1.915, 1.322, 3.040], [-0.477, -1.161, 3.291], [0.870, -1.070, -3.913], [-0.816, -0.923, -4.155], [-2.072, 0.539, -2.611], [-1.795, 0.299, -0.957]],
  "forces_ev_per_angstrom": [[6.020, -17.195, 2.928], [-2.475, -1.740, -0.390], [-0.267, 1.462, 3.849], [0.071, 0.174, 0.356], [0.280, 1.415, 1.054], [1.797, -0.983, 1.633], [1.263, 0.232, -2.013], [0.221, 0.002, 1.344], [-3.173, 1.346, 4.130], [0.100, -0.688, -0.364], [-0.409, -1.513, 0.507], [-4.977, 18.195, -4.633], [0.474, 0.220, 0.434], [1.191, 0.023, -3.820], [-1.174, 0.687, 0.407], [-0.302, -0.389, -0.827], [-0.277, 0.225, -1.073], [1.638, -1.474, -3.522]],
  "smiles": "Cc1csc(N=C(N)N)n1",
  "total_charge": 0,
  "de_lowest_kj_mol": 380.8,
  "spin_multiplicity": 1,
  "gap_ev": 8.69,
  "homo_ha": -0.2946
}

8.
{
  "formula": "C26H19AgN7O2S2",
  "method": "ωB97M-V/def2-TZVPD",
  "species": ["Ag", "S", "N", "C", "C", "C", "C", "C", "N", "C", "C", "N", "C", "C", "C", "C", "C", "N", "H", "H", "H", "H", "H", "H", "O", "N", "O", "C", "C", "C", "C", "C", "C", "N", "C", "C", "N", "C", "C", "C", "C", "H", "H", "H", "H", "H", "H", "H", "C", "S", "C", "H", "H", "H", "H", "H", "H"],
  "xyz": [[0.545, 1.129, -0.275], [0.079, -2.857, -6.885], [-0.464, -1.391, -6.511], [-0.002, -1.073, -5.294], [-0.347, 0.110, -4.530], [-1.198, 1.106, -5.074], [-1.514, 2.140, -4.232], [-1.008, 2.189, -2.925], [-0.232, 1.236, -2.411], [0.159, 0.208, -3.215], [1.088, -0.831, -2.664], [1.656, -0.586, -1.473], [2.527, -1.455, -0.997], [2.878, -2.647, -1.652], [2.277, -2.960, -2.852], [1.388, -2.028, -3.416], [0.799, -2.158, -4.717], [0.887, -3.209, -5.558], [-1.619, 1.060, -6.087], [-2.240, 2.874, -4.538], [-1.291, 2.987, -2.256], [2.979, -1.213, -0.056], [3.560, -3.302, -1.123], [2.454, -3.907, -3.346], [-1.966, -2.565, 6.163], [-2.143, -2.610, 4.951], [-2.908, -3.376, 4.379], [-1.331, -1.746, 4.164], [-0.217, -1.215, 4.769], [0.817, -0.648, 3.979], [2.093, -0.306, 4.488], [2.993, 0.365, 3.672], [2.632, 0.601, 2.355], [1.452, 0.258, 1.818], [0.570, -0.389, 2.587], [-0.743, -0.741, 2.017], [-0.991, -0.347, 0.757], [-2.198, -0.584, 0.231], [-3.165, -1.321, 0.898], [-2.926, -1.756, 2.213], [-1.714, -1.437, 2.803], [-0.061, -1.298, 5.843], [2.352, -0.508, 5.510], [3.990, 0.630, 4.018], [3.326, 1.121, 1.699], [-2.338, -0.176, -0.789], [-4.106, -1.475, 0.407], [-3.645, -2.301, 2.795], [0.699, 4.119, 1.988], [-0.476, 2.883, 1.374], [-1.406, 3.973, 0.283], [0.203, 4.981, 2.352], [1.439, 4.291, 1.222], [1.213, 3.649, 2.845], [-0.713, 4.442, -0.395], [-1.916, 4.681, 0.893], [-2.178, 3.381, -0.201]],
  "forces_ev_per_angstrom": [[0.028, 0.492, 0.252], [-0.185, 0.294, 0.035], [0.212, 0.567, 0.622], [0.490, -1.915, -0.027], [0.104, -0.040, -0.509], [0.374, -0.331, 0.668], [-0.300, 0.212, 0.236], [0.034, -0.912, -0.194], [0.367, -0.026, -1.048], [-0.546, 0.150, -0.121], [0.090, -0.641, -0.913], [-0.037, -0.126, -0.631], [0.063, -0.509, -0.610], [-0.363, 0.288, 0.556], [-0.227, 0.261, 0.090], [0.105, 1.120, 1.172], [-1.198, 0.380, -1.881], [0.442, 0.682, 1.261], [0.382, -0.258, 0.551], [0.092, 0.342, -0.085], [0.003, 0.079, 0.007], [0.111, 0.104, 0.386], [0.020, -0.113, -0.338], [0.096, 0.136, -0.110], [-0.498, -0.252, -0.717], [-0.695, -0.815, 1.681], [0.426, 0.282, 0.540], [1.216, 1.441, -0.255], [-0.543, -1.022, -0.263], [0.410, 0.778, -1.291], [-0.393, 0.612, -0.605], [-0.103, -0.827, 0.447], [-0.642, 0.182, -0.563], [1.057, -0.265, 0.545], [-0.357, 0.053, 1.011], [-0.156, -0.031, 0.089], [-0.900, -0.266, 0.361], [1.058, 0.077, -0.246], [0.040, 0.036, 1.043], [-0.478, 0.478, -1.394], [1.680, 0.159, -0.200], [-0.122, -0.344, -0.306], [-0.054, -0.131, 0.336], [-0.287, 0.019, -0.014], [-0.114, -0.050, -0.045], [-0.100, -0.409, 0.694], [-0.322, -0.240, 0.019], [-0.252, 0.003, -0.313], [0.719, -1.821, 0.415], [0.035, 0.265, 0.180], [0.003, -0.706, 0.254], [-0.478, 0.924, 0.092], [0.113, 0.498, -0.160], [-0.188, 0.188, -0.351], [-0.065, 0.217, -0.416], [-0.292, 0.796, 0.353], [0.129, -0.062, -0.288]],
  "total_charge": 1,
  "spin_multiplicity": 1,
  "gap_ev": 7.03,
  "homo_ha": -0.3947
}